Entry 1:
The following is a quantum chemistry calculation of C25H20ClNO5 in the gas phase, from the OMol25 dataset.

Atoms and positions in Å:
C 3.230 -4.443 -0.414
O 2.498 -3.882 0.669
C 1.178 -3.782 0.490
O 0.621 -4.141 -0.513
C 0.492 -3.221 1.726
C 1.311 -2.117 2.441
C 1.291 -0.828 1.675
C 0.315 0.127 1.940
C 0.246 1.292 1.201
C 1.167 1.516 0.186
O 1.083 2.724 -0.495
C 1.183 2.750 -1.838
O 1.281 1.769 -2.530
C 1.137 4.137 -2.362
C 1.071 5.247 -1.523
C 1.038 6.519 -2.058
C 1.071 6.683 -3.436
Cl 1.031 8.272 -4.103
C 1.137 5.586 -4.285
C 1.170 4.317 -3.744
C 2.161 0.585 -0.078
C 2.213 -0.579 0.666
N -0.854 -2.789 1.455
C -1.318 -2.182 0.225
C -2.721 -1.797 0.563
C -3.681 -1.162 -0.198
C -4.925 -0.933 0.372
C -5.205 -1.333 1.672
C -4.244 -1.970 2.439
C -3.003 -2.196 1.869
C -1.797 -2.823 2.443
O -1.616 -3.277 3.555
H 3.114 -3.827 -1.308
H 4.269 -4.468 -0.096
H 2.871 -5.449 -0.633
H 0.405 -4.060 2.436
H 0.856 -1.971 3.422
H 2.331 -2.475 2.572
H -0.406 -0.048 2.726
H -0.514 2.033 1.398
H 1.047 5.108 -0.453
H 0.988 7.384 -1.415
H 1.162 5.731 -5.353
H 1.221 3.445 -4.378
H 2.882 0.769 -0.858
H 2.988 -1.303 0.463
H -1.284 -2.905 -0.598
H -0.701 -1.322 -0.056
H -3.470 -0.850 -1.210
H -5.690 -0.437 -0.207
H -6.184 -1.143 2.087
H -4.444 -2.287 3.451

Values from the calculation:
Energy relative to the best compared isomer or geometry (same formula, charge and spin) (kJ/mol): 0.0
SMILES: COC(=O)[C@@H](Cc1ccc(OC(=O)c2ccc(Cl)cc2)cc1)N1Cc2ccccc2C1=O
HOMO-LUMO gap (eV): 9.09
2S+1: 1

Entry 2:
The following is a quantum chemistry calculation of a molecular structure, C21H34Cl2F6MnN2O8Si4 at a distorted geometry, from the OMol25 dataset.

Atoms and positions in Å:
Mn -1.071 0.621 -0.015
O -1.821 1.099 3.905
C -1.772 0.507 2.846
O -1.371 1.095 1.745
C -2.185 -0.925 2.746
C -2.732 -1.499 3.870
C -3.242 -2.789 3.835
C -3.262 -3.492 2.650
C -2.713 -2.940 1.509
C -2.071 -1.650 1.516
O -1.397 -1.217 0.503
N -2.859 -3.698 0.289
O -2.659 -3.139 -0.773
O -3.207 -4.861 0.379
N -3.821 -3.371 5.027
O -3.737 -2.739 6.064
O -4.356 -4.460 4.924
H -2.778 -0.929 4.787
H -3.722 -4.468 2.603
Cl -1.242 2.885 -0.509
C -2.847 3.424 0.036
Cl -2.790 5.129 0.482
H -3.123 2.847 0.914
H -3.542 3.295 -0.787
C 0.789 2.840 3.011
Si 1.598 1.328 2.236
C 1.400 -0.320 3.147
C 3.441 1.633 1.902
Si 1.247 0.476 -0.345
Si 2.352 2.177 -1.662
C 4.221 1.813 -1.722
C 2.172 3.903 -0.872
C 1.788 2.240 -3.468
Si 2.181 -1.696 -0.850
C 1.215 -3.046 0.068
C 3.983 -1.716 -0.237
C 2.209 -2.014 -2.728
H 1.485 3.348 3.681
H -0.086 2.538 3.584
H 0.459 3.557 2.259
H 1.195 -0.156 4.207
H 2.309 -0.917 3.071
H 0.574 -0.906 2.746
H 3.991 1.660 2.846
H 3.610 2.587 1.406
H 3.878 0.849 1.284
H 4.681 1.845 -0.735
H 4.724 2.557 -2.340
H 4.423 0.835 -2.158
H 2.376 3.874 0.199
H 1.172 4.315 -1.001
H 2.877 4.605 -1.320
H 1.805 1.244 -3.910
H 2.433 2.878 -4.072
H 0.771 2.618 -3.557
H 1.356 -2.964 1.147
H 1.514 -4.051 -0.232
H 0.150 -2.939 -0.135
H 4.042 -1.778 0.850
H 4.531 -0.827 -0.549
H 4.511 -2.580 -0.641
H 1.593 -1.292 -3.264
H 1.833 -3.009 -2.969
H 3.222 -1.940 -3.121
C -1.597 -1.564 -3.219
C -1.802 -0.098 -2.843
O -0.896 0.374 -1.927
C -3.254 0.143 -2.318
F -4.154 -0.731 -2.745
F -3.267 0.118 -0.955
F -3.725 1.375 -2.619
C -1.645 0.753 -4.131
F -1.573 2.069 -3.867
F -2.657 0.574 -4.996
F -0.512 0.430 -4.773
H -1.642 -2.169 -2.322
H -0.617 -1.665 -3.678
H -2.362 -1.903 -3.914

Values from the calculation:
Energy relative to the best compared isomer or geometry (same formula, charge and spin) (kJ/mol): 191.8
HOMO-LUMO gap (spin up / spin down) (eV): 6.62 / 7.13
2S+1: 4

> What is the 2S+1 in the second record?

4